Record 1
C31H34BrInN7O3Se2 | wB97M-V/def2-TZVPD

CARTESIAN COORDINATES (ANGSTROEM)
In1 -0.280 -0.218 -0.215
C1 4.504 2.203 -0.912
C2 3.464 2.938 -0.109
C3 3.828 3.644 1.017
C4 2.878 4.202 1.846
C5 1.528 3.962 1.486
C6 1.260 3.203 0.376
N1 2.213 2.675 -0.392
C7 -0.171 3.087 -0.030
C8 -1.056 4.090 0.300
C9 -2.367 4.061 -0.207
C10 -2.691 3.040 -1.023
C11 -1.745 2.030 -1.337
N2 -0.526 2.077 -0.889
C12 -2.143 0.963 -2.246
C13 -3.053 1.260 -3.269
C14 -3.480 0.230 -4.106
C15 -2.976 -1.078 -3.859
C16 -2.170 -1.289 -2.792
C17 -1.689 -2.725 -2.578
N3 -1.703 -0.288 -2.009
H1 5.041 2.776 -1.627
H2 4.096 1.370 -1.419
H3 5.238 1.755 -0.261
H4 4.901 3.746 1.288
H5 3.195 4.807 2.667
H6 0.693 4.378 2.044
H7 -0.739 4.976 0.836
H8 -2.993 4.932 -0.044
H9 -3.675 3.093 -1.484
H10 -3.284 2.307 -3.522
H11 -4.144 0.462 -4.899
H12 -3.430 -1.825 -4.504
H13 -2.546 -3.272 -2.136
H14 -0.828 -2.791 -1.901
H15 -1.472 -3.136 -3.548
O1 -1.005 -3.491 3.704
C18 -1.598 -2.304 3.189
C19 -2.461 -2.577 1.973
C20 -3.471 -3.623 2.300
O2 -2.907 -4.919 2.476
C21 -1.660 -3.124 0.768
Se1 0.230 -2.612 0.534
C22 -3.268 -1.263 1.640
Se2 -2.327 0.393 1.296
H16 -0.189 -3.607 3.244
H17 -0.862 -1.539 2.984
H18 -2.271 -1.911 3.951
H19 -4.340 -3.687 1.630
H20 -3.918 -3.372 3.273
H21 -2.421 -4.753 3.304
H22 -2.173 -2.913 -0.195
H23 -1.544 -4.187 0.886
H24 -3.908 -1.078 2.503
H25 -3.916 -1.448 0.776
O3 2.729 -0.828 5.463
C23 2.325 -0.274 4.338
C24 1.209 0.545 4.181
C25 0.737 0.849 2.874
N4 1.353 0.440 1.738
C26 2.495 -0.257 1.947
Br1 3.277 -0.822 0.342
C27 3.034 -0.629 3.145
H26 2.026 -0.783 6.155
H27 0.655 0.933 4.994
H28 -0.040 1.489 2.744
H29 3.926 -1.240 3.128
N5 3.185 -2.549 -4.103
C28 2.466 -1.475 -3.718
C29 1.742 -1.394 -2.525
N6 1.211 -0.196 -2.129
C30 1.363 0.867 -2.976
C31 2.124 0.767 -4.148
N7 2.604 -0.400 -4.507
H30 3.162 -3.486 -3.684
H31 3.663 -2.544 -4.983
H32 1.726 -2.220 -1.796
H33 1.015 1.800 -2.623
H34 2.343 1.773 -4.631

net charge	+1
F_max	4.30	eV/A
HOMO-LUMO gap	7.01	eV
LUMO level	-3.2	eV

Record 2
C2H4N2S3 | wB97M-V/def2-TZVPD

CARTESIAN COORDINATES (ANGSTROEM)
C1 0.681 -0.873 -0.685
C2 0.498 -0.010 0.311
N1 -0.471 -1.606 -0.966
N2 -0.810 0.056 0.796
S1 -1.574 -1.354 0.296
S2 1.788 1.382 0.812
S3 -1.708 1.558 0.852
H1 1.665 -1.016 -1.090
H2 -0.723 -1.746 -1.896
H3 1.952 1.671 -0.522
H4 -1.299 1.937 2.092

F_max	3.20	eV/A
HOMO-LUMO gap	7.90	eV
SMILES	SC1=CNSN1S
LUMO level	0.6	eV

Record 3
C13H20N2O5 | wB97M-V/def2-TZVPD

CARTESIAN COORDINATES (ANGSTROEM)
C1 -0.801 -1.812 -0.028
C2 -1.409 -1.022 1.118
C3 0.677 -2.152 0.261
C4 0.878 -2.936 1.536
C5 1.182 -2.288 2.734
C6 0.720 -4.324 1.546
C7 1.329 -3.009 3.915
C8 0.864 -5.049 2.726
C9 1.171 -4.391 3.914
C10 -0.352 2.702 -1.298
C11 -0.755 1.841 -2.508
C12 -0.366 4.208 -1.620
C13 0.515 4.572 -2.802
H1 -0.468 -0.195 -1.221
H2 -0.695 -1.587 -2.052
H3 -1.383 -2.735 -0.087
H4 1.056 -2.724 -0.596
H5 1.245 -1.215 0.299
H6 1.304 -1.206 2.738
H7 0.485 -4.844 0.620
H8 1.571 -2.489 4.840
H9 0.740 -6.129 2.715
H10 1.286 -4.956 4.837
H11 -1.260 0.630 1.986
H12 1.214 1.439 -1.298
H13 0.964 2.141 0.164
H14 -1.138 2.540 -0.543
H15 -0.008 4.726 -0.720
H16 -1.775 5.442 -2.234
H17 0.555 5.659 -2.944
H18 1.531 4.213 -2.618
H19 0.139 4.114 -3.725
H20 -2.127 3.112 -2.814
N1 -1.018 -1.049 -1.252
N2 0.965 2.310 -0.835
O1 -2.312 -1.373 1.832
O2 -0.798 0.180 1.259
O3 -0.153 0.843 -2.816
O4 -1.741 4.558 -1.843
O5 -1.832 2.251 -3.182

F_max	0.83	eV/A
HOMO-LUMO gap	9.30	eV
SMILES	C[C@@H](O)[C@H](N)C(=O)O.N[C@@H](Cc1ccccc1)C(=O)O
LUMO level	0.4	eV